# 1
C15H17N5O3S | ωB97M-V with the def2-TZVPD basis set

Each line ends with the Mulliken charge.
CARTESIAN COORDINATES (ANGSTROEM)
C 1.365 3.829 1.115  -1.15
C 0.920 3.198 -0.197  -0.10
H -0.125 2.874 -0.132  0.15
H 1.036 3.897 -1.028  0.35
O 1.728 2.077 -0.549  -0.37
C 1.462 0.918 0.064  0.86
O 0.575 0.809 0.891  -0.73
C 2.350 -0.171 -0.367  0.42
C 3.546 0.154 -1.014  -0.63
C 4.435 -0.823 -1.402  -0.73
C 4.132 -2.154 -1.151  -0.52
C 2.954 -2.502 -0.524  -0.69
C 2.040 -1.526 -0.117  0.36
N 0.834 -1.867 0.473  0.14
C 0.438 -3.098 0.915  0.54
O 1.135 -4.086 0.958  -0.65
C -1.014 -3.121 1.341  -0.69
H -1.301 -2.237 1.908  0.35
H -1.219 -4.040 1.887  0.43
S -2.083 -3.147 -0.148  -0.21
C -2.648 -1.485 -0.187  0.33
N -3.603 -1.257 -1.065  -0.65
C -4.101 -0.015 -1.092  0.61
C -3.643 0.971 -0.219  -0.76
C -2.616 0.615 0.653  0.47
N -2.104 -0.626 0.652  -0.25
N -2.117 1.465 1.586  -0.44
H -2.308 2.446 1.472  0.25
H -1.206 1.217 1.942  0.27
H -4.058 1.966 -0.222  0.25
N -5.038 0.231 -2.044  -0.46
H -5.629 1.038 -1.950  0.23
H -5.410 -0.575 -2.515  0.25
H 0.183 -1.097 0.630  -0.01
H 2.727 -3.537 -0.336  0.50
H 4.820 -2.930 -1.450  0.41
H 5.358 -0.554 -1.893  0.40
H 3.766 1.195 -1.193  0.44
H 0.764 4.711 1.318  0.40
H 1.243 3.122 1.933  0.29
H 2.411 4.118 1.055  0.33

Values from the calculation:
E, eV: -40261.725
Highest occupied orbital energy, eV: -8.33
Largest force on an atom, eV Å⁻¹: 0.6
SMILES: CCOC(=O)c1ccccc1NC(=O)CSc1nc(N)cc(N)n1
Gap between HOMO and LUMO, eV: 8.75
Charge: 0



# 2
C5H13N2P | ωB97M-V with the def2-TZVPD basis set

Each line ends with the Mulliken charge.
CARTESIAN COORDINATES (ANGSTROEM)
C 2.489 -0.726 -0.641  -0.77
C 2.101 0.852 -0.509  -0.64
C 1.700 -1.249 0.594  -0.60
C 0.680 0.975 -0.132  -0.82
C 0.520 -0.343 0.622  0.57
N -1.840 -0.112 0.990  -1.17
N -0.717 -0.710 1.020  0.28
P -4.294 0.002 -0.672  0.00
H 2.244 -1.205 -1.587  0.32
H 3.528 -0.687 -0.581  0.39
H 2.689 1.348 0.245  0.30
H 2.598 1.261 -1.488  0.31
H 1.410 -2.289 0.597  0.34
H 2.395 -1.155 1.446  0.21
H 0.543 1.838 0.420  0.43
H -0.082 1.076 -0.877  0.37
H -4.681 0.322 0.642  0.03
H -1.805 0.916 0.852  0.23
H -0.873 -1.672 1.226  0.28
H -3.363 1.027 -0.728  -0.05
H -5.242 0.530 -1.440  0.01

Values from the calculation:
E, eV: -17660.830
Highest occupied orbital energy, eV: -7.29
Largest force on an atom, eV Å⁻¹: 5.1
ΔE to the lowest compared entry with this formula, charge and spin, kcal/mol: 68.3
Gap between HOMO and LUMO, eV: 8.23
Charge: 0



# 3
C12H26N6O5 | ωB97M-V with the def2-TZVPD basis set

Each line ends with the Mulliken charge.
CARTESIAN COORDINATES (ANGSTROEM)
C 5.790 -0.533 2.679  -0.65
C 5.116 0.501 1.962  -0.09
C 4.466 1.652 0.937  -0.47
C 2.861 1.899 1.356  0.76
C 2.309 2.911 0.143  -0.69
C 0.959 3.741 0.525  -0.11
N -0.095 3.568 -0.590  -0.77
C 2.187 0.408 1.299  -1.00
C 0.643 0.365 0.713  0.25
O -0.381 0.866 1.640  -0.60
C 0.303 -1.261 0.508  -0.68
N -1.175 -1.575 0.679  -0.34
O 2.924 2.536 2.671  -0.35
C 1.824 2.182 3.564  0.15
O 2.089 1.250 4.522  -0.50
H 6.370 -1.150 3.520  0.32
H 4.601 1.382 -0.193  0.36
H 5.009 2.666 1.251  0.40
H 2.269 2.335 -0.891  0.37
H 3.179 3.717 0.012  0.25
H 0.418 3.422 1.510  0.03
H 1.125 4.921 0.589  0.29
H 0.337 3.173 -1.453  0.29
H -0.739 2.802 -0.229  0.33
H 2.827 -0.198 0.490  0.32
H 2.326 -0.231 2.297  0.34
H 0.524 0.833 -0.360  0.12
H -0.252 0.356 2.499  0.40
H 0.593 -1.585 -0.596  0.32
H 0.920 -1.841 1.317  0.25
H -1.484 -1.505 1.674  0.19
H -1.288 -2.589 0.411  0.22
H 0.726 2.589 3.547  0.30
C -4.186 -3.632 -0.767  0.68
O -3.018 -3.986 -0.763  -0.65
N -4.560 -2.347 -0.625  -0.28
N -5.210 -4.492 -0.914  -0.46
H -5.520 -2.045 -0.627  0.16
H -3.826 -1.661 -0.511  0.18
H -4.979 -5.470 -1.024  0.22
H -6.176 -4.211 -0.918  0.15
C -2.815 -1.040 -3.630  0.70
O -3.609 -0.617 -2.805  -0.63
N -2.245 -0.257 -4.565  -0.42
N -2.433 -2.329 -3.682  -0.33
H -1.590 -0.596 -5.248  0.15
H -2.501 0.721 -4.566  0.23
H -2.834 -2.958 -3.000  0.14
H -1.779 -2.688 -4.358  0.16

Values from the calculation:
E, eV: -32035.992
Highest occupied orbital energy, eV: -9.07
Largest force on an atom, eV Å⁻¹: 9.8
SMILES: C#CC[C@@](CCN)(C[C@H](O)CN)OC=O.NC(N)=O.NC(N)=O
ΔE to the lowest compared entry with this formula, charge and spin, kcal/mol: 162.5
Gap between HOMO and LUMO, eV: 9.26
Charge: 0



# 4
C12H28N6O6PtS | ωB97M-V with the def2-TZVPD basis set

Each line ends with the Löwdin spin population.
CARTESIAN COORDINATES (ANGSTROEM)
O 0.113 0.000 -3.405  0.05
H -0.404 0.340 -4.178  0.00
Pt 0.218 0.101 -0.693  0.06
N 0.918 1.693 0.486  -0.13
N 2.006 0.622 -1.576  0.18
N -0.900 -0.901 0.692  0.17
N 0.404 -1.796 -1.267  0.17
O 0.690 1.899 1.782  0.22
O -1.325 -0.438 1.924  0.01
O 1.332 -2.272 -2.087  0.06
O 2.764 -0.091 -2.302  0.24
C 2.389 1.901 -1.284  -0.09
C 1.812 2.497 -0.132  0.09
C -1.219 -2.153 0.368  0.15
C -0.511 -2.642 -0.766  0.10
C 2.207 3.830 0.415  0.02
H 3.234 3.820 0.802  0.01
H 1.541 4.144 1.223  0.00
H 2.171 4.603 -0.367  0.00
C 3.448 2.450 -2.161  -0.02
H 3.150 2.335 -3.212  0.00
H 4.393 1.916 -2.014  -0.01
H 3.606 3.513 -1.956  0.00
C -2.173 -3.003 1.158  0.02
C -0.617 -3.990 -1.372  0.01
H -2.759 -2.414 1.873  0.00
H -1.628 -3.777 1.719  0.01
H -2.875 -3.519 0.483  0.01
H -0.124 -3.991 -2.348  0.00
H -1.678 -4.267 -1.484  0.00
H -0.141 -4.735 -0.716  0.00
H -2.317 -0.250 1.854  0.00
H 1.817 -1.419 -2.409  0.00
C -1.203 1.143 -1.201  0.08
H -0.896 2.172 -1.464  0.01
H -2.064 1.228 -0.643  0.01
H -1.381 0.468 -2.545  0.01
O -3.896 0.211 2.168  0.00
H -4.649 -0.332 1.803  0.00
H -4.111 1.115 1.891  0.00
C 0.934 -1.116 6.212  0.01
N 1.249 -0.810 4.822  0.03
C 0.817 0.252 4.138  0.06
S 1.747 0.663 2.758  0.41
N -0.277 0.938 4.470  0.01
C -1.413 0.368 5.181  0.00
H 0.865 -0.202 6.818  0.00
H 1.739 -1.737 6.607  0.00
H -0.005 -1.678 6.277  0.00
H 2.108 -1.221 4.431  0.02
H -0.487 1.716 3.833  0.00
H -1.286 0.520 6.260  0.00
H -2.320 0.885 4.857  0.00
H -1.524 -0.706 4.969  0.00

Values from the calculation:
E, eV: -48191.262
Highest occupied orbital energy (spin up / spin down), eV: -5.80 / -6.03
Largest force on an atom, eV Å⁻¹: 8.6
ΔE to the lowest compared entry with this formula, charge and spin, kcal/mol: 137.8
Expectation value of S²: 2.189
Gap between HOMO and LUMO (spin up / spin down), eV: 5.57 / 5.63
Spin multiplicity: 3
Charge: 0



Number 3 is which compound?
C12H26N6O5